(1)
The following is a DFT calculation (ωB97M-V with the def2-TZVPD basis set) of a structure of composition C42H39BF3GaN8S.

highest occupied orbital energy: -6.8 eV
electronic energy: -4709.6092 Eh
frontier orbital gap: 7.08 eV
energy above the lowest of the compared OMol25 structures with the same formula, charge and spin: 0.0 kcal/mol
LUMO: 0.305 eV

```
95
Properties=species:S:1:pos:R:3:forces:R:3
Ga -0.0210 0.1066 -0.2245 -0.3 0.1 -0.3
C 2.9583 -2.8925 3.5666 -0.1 0.0 -0.1
C 2.0853 -1.7262 3.2353 0.0 0.1 0.1
C 1.5252 -0.7955 4.0781 -0.1 0.0 0.1
C 0.8332 0.1016 3.2489 0.1 -0.2 0.0
N 0.9517 -0.2746 1.9691 0.0 0.1 0.3
N 1.7318 -1.3820 1.9830 0.1 -0.2 0.0
B 2.1874 -2.0275 0.6774 -0.1 0.2 0.0
N 2.7518 -0.9080 -0.2319 0.2 0.0 0.0
N 2.0137 0.1811 -0.5707 -0.2 -0.1 -0.1
C 2.8377 1.0646 -1.1459 0.1 0.0 0.1
C 4.1316 0.5318 -1.1613 0.0 0.0 0.0
C 4.0344 -0.7182 -0.5839 0.0 0.1 0.0
C 5.1099 -1.7321 -0.3793 -0.1 0.0 0.1
C 2.4582 2.3845 -1.6811 -0.1 0.1 0.0
C 3.3113 3.4640 -1.4436 -0.1 0.0 0.1
C 3.0199 4.7161 -1.9578 0.0 0.0 0.0
C 1.8742 4.9070 -2.7194 0.0 0.0 0.0
C 1.0307 3.8360 -2.9711 0.0 0.0 0.0
C 1.3213 2.5784 -2.4620 0.0 -0.1 -0.1
N 1.0034 -2.7041 -0.0264 -0.1 -0.1 0.2
N -0.1289 -2.0124 -0.3417 0.1 0.0 -0.1
C -0.8669 -2.8225 -1.1305 0.1 -0.2 0.2
C -0.2054 -4.0473 -1.2659 0.0 0.0 -0.1
C 0.9736 -3.9317 -0.5628 0.0 0.0 0.0
C 2.0603 -4.9422 -0.4002 0.0 0.1 0.0
C -2.1629 -2.5478 -1.7800 -0.1 0.0 0.0
C -2.4102 -3.1228 -3.0270 0.0 0.0 0.0
C -3.6369 -2.9660 -3.6483 -0.1 0.0 0.0
C -4.6446 -2.2324 -3.0376 0.0 0.0 0.1
C -4.4056 -1.6471 -1.8047 -0.1 0.0 0.0
C -3.1745 -1.8043 -1.1883 0.0 -0.1 0.0
C 0.1694 1.3053 3.7888 -0.1 0.0 -0.1
C 0.5655 2.5843 3.4075 0.0 0.0 -0.1
C 0.0135 3.6989 4.0195 0.0 0.0 0.0
C -0.9321 3.5500 5.0245 0.0 0.0 0.0
C -1.3164 2.2782 5.4253 0.0 0.0 0.0
C -0.7653 1.1629 4.8126 0.0 0.0 0.0
H 3.0759 -2.9588 4.6460 0.0 0.0 0.0
H 3.9462 -2.7843 3.1168 0.0 0.0 0.0
H 2.5289 -3.8280 3.2046 0.0 0.0 0.0
H 1.6203 -0.7361 5.1501 0.0 0.0 0.0
H 3.0354 -2.8325 0.8990 0.0 0.0 -0.1
H 5.0138 0.9891 -1.5767 0.0 0.0 0.0
H 6.0351 -1.3608 -0.8149 0.0 0.0 0.0
H 4.8535 -2.6776 -0.8577 0.0 0.0 0.0
H 5.2798 -1.9299 0.6797 0.0 0.0 0.0
H 4.1926 3.3227 -0.8297 0.0 0.0 0.0
H 3.6878 5.5461 -1.7640 0.0 0.0 0.0
H 1.6425 5.8870 -3.1172 0.0 0.0 0.0
H 0.1397 3.9720 -3.5713 0.0 0.0 0.0
H 0.6729 1.7446 -2.6976 0.0 0.0 0.0
H -0.5445 -4.9128 -1.8097 -0.1 0.0 0.0
H 1.7146 -5.9022 -0.7776 0.0 0.0 0.0
H 2.3425 -5.0565 0.6460 0.0 0.0 0.0
H 2.9531 -4.6551 -0.9585 0.0 0.0 0.0
H -1.6241 -3.6694 -3.5326 0.0 0.0 0.0
H -3.8092 -3.4134 -4.6193 0.0 0.0 0.0
H -5.6055 -2.1125 -3.5215 0.0 0.0 0.0
H -5.1759 -1.0596 -1.3193 0.0 0.0 0.0
H -3.0010 -1.3505 -0.2318 0.0 0.1 0.2
H 1.3109 2.7017 2.6322 0.0 0.0 0.0
H 0.3246 4.6875 3.7057 0.0 0.0 0.0
H -1.3716 4.4223 5.4916 0.0 0.0 0.0
H -2.0470 2.1555 6.2155 0.0 0.0 0.0
H -1.0557 0.1677 5.1283 0.0 0.0 0.0
F -3.8589 3.9946 0.5295 0.1 0.0 0.1
C -3.1360 3.7699 1.6487 -0.1 0.1 0.0
F -2.0548 4.5492 1.5818 0.0 0.0 0.1
F -3.8832 4.2166 2.6834 0.0 0.0 -0.1
C -2.8363 2.3049 1.8018 0.1 -0.1 0.0
C -3.7031 1.5328 2.5474 0.1 0.0 0.0
C -3.4999 0.1612 2.6682 -0.1 0.0 0.1
C -2.4659 -0.3978 1.9546 0.0 -0.1 -0.1
N -1.6729 0.3290 1.1695 0.1 0.1 -0.1
C -1.7634 1.6772 1.1321 -0.3 0.0 0.1
S -0.5242 2.4086 0.2055 0.3 0.0 -0.1
H -4.5338 2.0066 3.0531 0.0 0.0 0.0
H -4.1422 -0.4517 3.2838 0.0 0.0 0.0
H -2.2572 -1.4618 1.9826 0.0 0.0 -0.1
C -2.9383 1.3902 -1.8452 0.1 0.0 -0.1
C -1.9363 0.5726 -2.6002 0.1 0.2 -0.1
C -2.0629 0.2342 -3.9232 0.0 -0.1 0.0
C -0.9179 -0.5182 -4.2750 0.0 0.1 0.0
C -0.1322 -0.6097 -3.1546 0.1 0.1 -0.1
C 1.2061 -1.2880 -3.1239 -0.1 0.1 0.1
N -0.7355 0.0793 -2.1059 0.0 -0.2 0.2
H -3.8745 1.3810 -2.4043 0.0 0.0 0.0
H -2.6213 2.4287 -1.7369 0.0 0.0 0.1
H -3.1479 0.9983 -0.8510 -0.1 0.0 0.0
H -2.9063 0.4737 -4.5549 0.0 0.0 0.1
H -0.6867 -0.9390 -5.2429 0.0 0.0 0.0
H 1.3197 -1.8373 -4.0585 0.0 0.0 0.0
H 1.3167 -2.0011 -2.3068 0.1 0.0 -0.1
H 2.0305 -0.5744 -3.0658 0.1 0.0 0.0
```
Positions in Å, forces in eV/Å.

Here are the Mulliken charges for atoms 1 to 2, given in e: Ga -0.527; C -1.502

=====

(2)
The following is a DFT calculation (ωB97M-V with the def2-TZVPD basis set) of a structure of composition C29H70N5O6PSi2 in a non-equilibrium geometry.

highest occupied orbital energy: -8.5 eV
electronic energy: -2792.6258 Eh
frontier orbital gap: 8.80 eV
LUMO: 0.331 eV

```
113
Properties=species:S:1:pos:R:3:forces:R:3
C 4.1027 8.0219 -3.0219 0.0 0.1 0.3
C 3.0785 6.9316 -3.1614 0.2 0.2 0.0
C 3.1098 6.2526 -4.4958 0.0 0.0 0.0
C 4.3712 5.4813 -4.7609 -0.1 -0.3 0.2
C 4.5391 4.2558 -3.8862 -0.2 0.3 -0.1
C 4.0062 2.9996 -4.5144 0.1 -0.5 0.4
C 3.5975 1.9326 -3.4994 0.0 0.3 -0.6
C 3.9528 0.5597 -3.9952 0.1 -0.3 0.2
C 5.4024 0.1823 -3.7782 -0.3 0.1 -0.1
C 5.8933 0.1730 -2.3563 0.6 -0.4 -0.1
C 5.4092 -1.0278 -1.5790 -0.3 0.6 0.6
C 5.5092 -0.8969 -0.0612 -0.1 0.3 -0.5
C 4.3627 -1.4891 0.7219 0.0 -0.1 0.2
C 3.2504 -0.5469 1.0809 -0.4 -0.2 -0.1
C 2.5809 0.1527 -0.0587 0.1 0.4 0.3
C 1.5892 1.1829 0.4563 -0.3 -0.4 -0.1
Si -0.0886 0.4289 0.7805 -0.2 -0.5 -0.1
C -1.4447 1.2766 -0.1755 0.3 -0.5 0.4
O -0.4597 0.2886 2.4128 0.1 0.8 -0.7
Si -0.2485 1.6253 3.3695 0.5 -0.5 0.8
P -1.1613 3.5136 2.5372 -1.1 -0.3 -0.2
N -0.1417 3.9222 1.2504 0.4 0.2 0.2
O -0.7869 4.5643 3.7555 0.9 0.5 0.0
H 4.1298 8.6516 -3.8906 0.1 0.3 -0.6
H 5.0859 7.6391 -2.8210 0.6 -0.2 -0.1
H 3.8437 8.6558 -2.1955 -0.1 0.4 0.5
H 2.1091 7.3696 -3.0289 -0.7 0.2 0.2
H 3.2325 6.2195 -2.3713 -0.1 -0.4 0.5
H 2.2503 5.6065 -4.5647 -0.5 -0.4 -0.2
H 3.0211 7.0185 -5.2508 -0.3 0.3 -0.5
H 4.3421 5.1518 -5.7817 0.3 -0.1 -0.8
H 5.2071 6.1384 -4.6290 0.6 0.4 -0.1
H 5.5731 4.1371 -3.6232 0.6 -0.2 0.2
H 4.0181 4.4087 -2.9610 -0.3 0.2 0.7
H 3.1564 3.2232 -5.1375 -0.4 0.1 -0.4
H 4.7705 2.5607 -5.1350 0.3 0.0 -0.6
H 2.5330 1.9855 -3.3713 -0.6 0.1 0.4
H 4.0781 2.1602 -2.5689 0.1 0.0 0.7
H 3.3066 -0.2062 -3.6037 -0.4 -0.3 0.4
H 3.7763 0.5698 -5.0545 -0.2 -0.2 -0.7
H 5.9977 0.8400 -4.3855 0.5 0.4 -0.3
H 5.5485 -0.8123 -4.1589 0.2 -0.6 -0.4
H 5.7054 1.0958 -1.8385 -0.3 0.5 0.3
H 6.9646 0.0839 -2.4082 0.7 0.2 0.1
H 5.9888 -1.8778 -1.8852 0.0 -0.7 -0.4
H 4.3773 -1.1702 -1.8215 -0.8 -0.4 -0.3
H 5.5825 0.1499 0.1824 0.1 0.6 0.2
H 6.4291 -1.3390 0.2581 0.7 -0.3 0.3
H 3.9316 -2.3293 0.2055 -0.1 -0.6 -0.3
H 4.7490 -1.8478 1.6564 0.2 -0.5 0.5
H 2.4880 -1.0904 1.6204 -0.3 -0.3 0.5
H 3.6121 0.2118 1.7496 0.4 0.5 0.5
H 2.1092 -0.5594 -0.7143 -0.2 -0.3 -0.5
H 3.3371 0.6863 -0.5912 0.6 0.3 -0.8
H 2.0350 1.6778 1.3032 0.1 0.3 0.5
H 1.4527 1.9404 -0.2914 -0.2 0.6 -0.5
H -0.0466 -0.9513 0.2353 0.1 -0.1 0.2
H -2.1330 1.8274 0.4363 -0.3 0.5 0.3
H -2.0015 0.5162 -0.6834 -0.5 -0.5 -0.4
H -1.0001 1.9039 -0.9200 0.2 0.6 -0.4
H -0.9170 1.3877 4.6553 -0.2 0.1 0.0
H 1.2092 1.7350 3.6638 0.0 0.2 -0.1
H 0.8526 3.9424 1.4556 0.0 0.0 -0.2
H -0.4302 4.8017 0.8408 0.1 -0.1 -0.3
H 0.1194 4.9049 3.6185 -0.5 -0.2 0.4
C -2.4864 -3.5819 1.5216 -0.3 0.0 -0.4
O -3.1960 -4.4691 1.0669 0.1 0.1 0.1
N -1.6389 -3.7262 2.5403 0.2 0.0 0.3
C -0.8229 -2.6272 3.0307 -0.1 -0.5 0.1
C -1.5389 -5.0358 3.1663 -0.1 0.0 -0.1
H -2.4947 -2.5563 1.1072 0.0 0.0 0.0
H 0.2335 -2.8887 2.9329 0.0 0.1 0.0
H -1.0550 -2.4378 4.0809 0.1 0.1 0.0
H -1.0130 -1.7241 2.4642 -0.1 -0.2 0.0
H -1.2308 -5.7740 2.4290 0.1 -0.1 0.0
H -2.5115 -5.3309 3.5632 0.0 0.0 0.0
H -0.8117 -5.0003 3.9719 0.0 0.1 0.0
C -4.0519 -0.0900 5.3924 0.2 0.1 0.5
O -2.8851 -0.3565 5.6378 -0.1 0.0 -0.1
N -4.6576 -0.3235 4.2283 -0.4 0.0 -0.5
C -6.0528 0.0096 3.9782 0.3 -0.1 -0.1
C -3.8851 -0.9413 3.1679 0.1 0.1 0.2
H -4.7191 0.3782 6.1380 0.0 0.0 0.0
H -6.6095 -0.8978 3.7326 -0.1 0.0 0.0
H -6.1565 0.7071 3.1472 0.1 -0.1 0.2
H -6.4875 0.4605 4.8667 0.0 0.0 0.0
H -3.5102 -1.9084 3.5027 0.0 0.0 -0.1
H -3.0270 -0.3149 2.9173 0.0 -0.1 -0.1
H -4.5095 -1.0761 2.2885 -0.1 0.0 0.0
C -7.7269 1.9393 0.8490 0.0 0.2 0.4
O -7.6849 1.5771 2.0141 -0.2 0.2 -0.3
N -7.7389 1.1042 -0.1974 0.0 -0.2 -0.3
C -7.7862 1.5802 -1.5661 0.0 -0.2 0.1
C -7.7023 -0.3283 0.0583 0.0 0.1 0.1
H -7.7549 3.0036 0.5589 0.0 0.0 0.0
H -8.6795 1.2078 -2.0703 0.0 0.0 0.0
H -6.9077 1.2437 -2.1191 0.0 0.0 0.0
H -7.8085 2.6670 -1.5743 0.0 0.0 0.0
H -8.5608 -0.6286 0.6581 0.0 0.0 0.0
H -6.7995 -0.5945 0.6074 0.0 0.0 0.0
H -7.7172 -0.8611 -0.8878 0.0 0.0 0.0
C -0.7699 -8.7197 1.6937 0.2 0.2 0.1
O -0.0652 -7.7439 1.5002 0.0 -0.1 0.1
N -1.7887 -9.0785 0.8996 -0.2 -0.1 -0.2
C -2.6019 -10.2470 1.1642 0.0 0.1 -0.1
C -2.0802 -8.2504 -0.2629 0.1 0.0 0.1
H -0.6304 -9.3955 2.5574 0.0 0.0 -0.1
H -2.5437 -10.9520 0.3325 0.0 0.0 0.0
H -3.6461 -9.9630 1.3074 0.0 0.0 0.0
H -2.2486 -10.7419 2.0656 0.0 0.0 0.0
H -1.2159 -8.2123 -0.9255 0.0 0.0 0.0
H -2.3156 -7.2312 0.0446 0.0 0.0 0.0
H -2.9277 -8.6722 -0.7957 0.0 0.0 0.0
```
Positions in Å, forces in eV/Å.

Here are the Mulliken charges for atoms 1 to 2, given in e: C -1.341; C -0.236

=====

(3)
The following is a DFT calculation (ωB97M-V with the def2-TZVPD basis set) of a cluster of 2 separate species, C5H14N2O in total in a non-equilibrium geometry.

highest occupied orbital energy: -8.6 eV
electronic energy: -383.6289 Eh
frontier orbital gap: 9.08 eV
SMILES: CCCC/N=C\N.O
energy above the lowest of the compared OMol25 structures with the same formula, charge and spin: 45.1 kcal/mol
LUMO: 0.486 eV

```
22
Properties=species:S:1:pos:R:3:forces:R:3
C -1.5024 2.1106 -1.2934 1.0 -0.6 -1.4
C -0.4182 2.0358 -0.2254 -0.5 0.1 1.3
C 0.1388 0.6402 0.0925 -0.8 0.6 -0.3
C -0.9966 -0.3297 0.4905 0.6 -0.3 1.2
N -0.7877 -0.7490 1.8792 -0.1 0.2 0.9
C -0.0951 -1.7653 2.1751 0.2 0.2 -1.6
N 0.4827 -2.5802 1.2190 0.6 -1.0 0.1
H -1.8404 3.1346 -1.3552 -0.4 0.1 -0.3
H -1.0939 1.7916 -2.2682 0.3 0.7 0.0
H -2.3319 1.3980 -1.2980 -0.1 0.3 1.1
H 0.3919 2.7531 -0.3737 0.1 -0.2 -0.8
H -0.8419 2.4826 0.6892 -0.2 -0.5 0.1
H 0.8297 0.7141 0.9295 0.1 0.0 0.0
H 0.6787 0.2756 -0.7723 0.2 -0.2 -0.1
H -1.0581 -1.1830 -0.1952 -0.2 0.1 0.0
H -1.9446 0.1881 0.5747 -0.2 0.1 -0.6
H 0.1108 -2.0229 3.2051 -0.2 -0.1 0.2
H 0.7195 -2.2209 0.3100 -0.1 0.2 0.1
H 1.0075 -3.4161 1.4550 -0.2 0.5 0.2
O 2.5783 -1.0745 -1.4416 0.6 0.3 0.0
H 2.5408 -1.5598 -2.2624 -0.3 -0.4 -0.4
H 3.4320 -0.6227 -1.5344 -0.3 0.0 0.4
```
Positions in Å, forces in eV/Å.

Here are the natural (NBO) charges for atoms 1 to 2, given in e: C -0.621; C -0.392

=====

(4)
The following is a DFT calculation (ωB97M-V with the def2-TZVPD basis set) of a cluster of 2 separate species, C3H10N2 in total in a non-equilibrium geometry.

highest occupied orbital energy: -9.4 eV
electronic energy: -229.7397 Eh
frontier orbital gap: 10.41 eV
SMILES: C=C.NCN
energy above the lowest of the compared OMol25 structures with the same formula, charge and spin: 43.7 kcal/mol
LUMO: 1.047 eV

```
15
Properties=species:S:1:pos:R:3:forces:R:3
C -4.2157 -2.7008 -0.9032 -1.2 0.1 1.7
C -3.8133 -3.0346 0.3443 -0.1 0.5 -2.9
H -3.9504 -1.7503 -1.3451 0.4 -0.2 -0.3
H -5.1085 -3.2006 -1.3105 0.7 0.1 -0.1
H -2.9643 -2.4876 0.7294 -0.2 -0.3 0.7
H -4.2971 -3.9093 0.7293 0.4 -0.2 0.9
N 3.0781 2.1998 -0.8271 -0.2 -0.1 0.0
C 2.0157 2.1544 0.2093 1.1 -0.7 1.2
N 2.2263 1.0744 1.2257 0.9 -0.4 -1.6
H 3.6472 1.3664 -0.7435 0.1 0.1 0.0
H 2.7646 2.2316 -1.8042 -0.2 0.1 0.8
H 2.1171 2.9606 0.9486 -0.6 0.9 -1.2
H 1.0420 2.0226 -0.2553 -0.2 0.4 0.3
H 2.3978 0.2353 0.6741 -0.6 -0.5 0.1
H 3.1883 1.2139 1.5472 -0.3 0.4 0.5
```
Positions in Å, forces in eV/Å.

Here are the natural (NBO) charges for atoms 1 to 2, given in e: C -0.387; C -0.394

=====

(5)
The following is a DFT calculation (ωB97M-V with the def2-TZVPD basis set) of a structure of composition C20H28BeNO2S in a non-equilibrium geometry.

highest occupied orbital energy: -2.9 eV
electronic energy: -1396.9692 Eh
net charge: -1
frontier orbital gap: 4.44 eV
energy above the lowest of the compared OMol25 structures with the same formula, charge and spin: 61.8 kcal/mol
LUMO: 1.555 eV

```
53
Properties=species:S:1:pos:R:3:forces:R:3
O -1.3237 2.1212 0.1976 -2.5 1.1 -0.8
C -2.7990 1.8587 0.2010 -0.1 -1.5 0.7
C -3.2190 3.1966 -0.3748 0.2 -0.7 0.5
H -3.1171 1.6993 1.2423 0.0 -0.1 -0.4
H -3.0968 1.0006 -0.4288 0.5 0.3 0.4
C -1.7181 3.4459 -0.3388 0.9 1.7 -0.4
H -3.8281 3.7902 0.3003 0.1 0.2 0.0
H -3.6934 3.1554 -1.3550 0.2 0.0 0.0
C -1.3192 4.5133 0.6584 0.3 0.1 0.2
H -1.5793 4.1914 1.6726 -0.1 0.1 -0.2
H -1.8092 5.4725 0.4294 0.2 -0.3 0.1
H -0.2308 4.6549 0.6415 -0.2 0.0 0.0
C -1.1759 3.7565 -1.7267 0.4 0.0 -0.1
H -1.4179 2.9481 -2.4336 0.2 0.2 0.2
H -0.0860 3.9293 -1.6937 -0.4 -0.2 -0.1
H -1.6525 4.6851 -2.0998 0.2 -0.4 0.2
Be 0.9224 0.6229 0.7035 0.9 -1.4 -0.1
C 2.6271 -2.9557 -0.7692 -0.9 -0.1 -0.1
C 1.5210 -3.8086 -0.5163 0.1 0.2 -0.4
C 0.5133 -3.5168 -1.4769 0.8 0.4 -0.1
H 1.4870 -4.5707 0.2601 0.0 0.2 -0.3
C 1.0182 -2.4939 -2.3347 0.1 0.0 0.9
C 2.2853 -2.0894 -1.8378 -0.2 -0.7 0.0
H 2.8743 -1.2412 -2.1622 0.1 -0.1 -0.4
H 3.5772 -3.0038 -0.2524 -0.1 0.0 0.1
H -0.4553 -3.9979 -1.5524 0.0 -0.2 -0.1
H 0.4969 -2.0478 -3.1674 -0.1 0.0 -0.2
C 2.8562 -0.4804 1.0703 -0.3 0.2 0.7
C 2.9680 0.9084 0.8308 -0.3 -0.4 0.5
C 2.1142 1.6121 1.7345 -0.6 -0.4 0.5
H 3.6781 1.3700 0.1729 0.0 0.1 -0.3
C 1.3979 0.5999 2.5054 0.4 -0.1 -0.5
C 1.8306 -0.6957 2.0423 1.1 0.8 0.3
H 1.5813 -1.6876 2.4570 -0.1 0.7 -0.4
H 3.5451 -1.2413 0.7065 -0.9 0.2 -0.3
H 2.1983 2.6649 1.9903 -0.4 -0.2 -0.3
H 0.7379 0.7951 3.3447 0.0 0.0 -0.3
O -0.0771 -0.3354 -0.1304 -0.9 0.6 -0.3
C -0.7361 -0.1631 -1.4778 0.5 0.7 0.9
C -1.8494 -1.1671 -1.5169 -0.1 -0.9 -0.2
H 0.0532 -0.2598 -2.2081 0.1 -0.5 0.0
H -1.1069 0.8506 -1.4857 -0.1 0.2 0.0
C -2.1722 -1.4976 -0.0552 -0.9 0.0 0.4
H -1.5027 -2.0745 -2.0172 -0.1 0.2 0.0
H -2.7327 -0.7729 -2.0320 0.2 0.0 0.0
C -1.0027 -1.0601 0.7705 1.0 -0.3 0.0
H -2.4025 -2.5500 0.1536 0.3 0.2 -0.4
H -3.0447 -0.9452 0.3083 -0.1 0.0 -0.3
H -0.4234 -1.8993 1.1376 0.1 -0.1 0.0
H -1.2858 -0.4102 1.6018 0.1 0.1 -0.1
S 2.3359 -4.7343 2.8533 -0.6 0.5 0.3
C 3.6517 -5.7115 2.7702 1.9 -1.5 -0.2
N 4.5865 -6.4312 2.6870 -1.3 1.1 0.2
```
Positions in Å, forces in eV/Å.

Here are the natural (NBO) charges for atoms 1 to 2, given in e: O -0.573; C -0.065